Molecular formula: C10H30BeNO13
Method: DFT, ωB97M-V/def2-TZVPD

Gap between HOMO and LUMO   0.1097 Eh
E_HOMO   -10.841 eV
Relative energy (zero: lowest compared OMol25 entry of this formula, charge and spin)   1.172 eV
LUMO level   -7.86 eV
F_max   4.41 eV/A

Structure (ORCA input):
```
! wB97M-V def2-TZVPD RIJCOSX def2/J DEFGRID3
* xyz 1 1
Be -0.5967 -2.4208 2.7217
N -0.7430 -0.4742 -0.7332
O -0.4720 0.7601 -0.6733
O -1.0571 -0.9864 -1.8024
O -0.6543 -1.1413 0.3271
C -1.6012 0.4089 2.8053
C -2.3640 -0.5279 3.6809
O -1.9437 -1.9108 3.2655
O -0.3529 -0.1597 2.8845
H -1.6770 1.4643 3.0672
H -1.9514 0.3463 1.7689
H -3.4414 -0.4398 3.5776
H -1.9900 -0.3888 4.6966
H -2.7434 -2.4412 3.3802
H 0.2953 0.3885 2.3953
C 1.2798 3.4171 1.8310
C 2.3513 4.1545 1.1000
O 1.8758 4.4074 -0.2278
O 1.1013 2.0474 1.4109
H 0.3222 3.9404 1.8123
H 1.5413 3.2786 2.8839
H 3.3206 3.6506 1.0492
H 2.5275 5.1521 1.5157
H 2.3594 5.1288 -0.6358
H 0.4610 2.0509 0.6832
C 2.8780 -0.7334 -0.2292
C 2.6811 -1.8746 0.7604
O 1.8856 -1.4912 1.9032
O 3.5303 0.3981 0.3505
H 1.8774 -0.4234 -0.5611
H 3.3940 -0.9999 -1.1494
H 3.6944 -2.0635 1.1308
H 2.2548 -2.7584 0.2917
H 2.4895 -1.1402 2.5684
H 2.8190 0.7332 0.9192
C -1.3231 3.1861 -2.9220
C -0.5782 2.1961 -3.8343
O 0.5951 1.7248 -3.1715
O -2.1054 2.6133 -1.8934
H -2.0321 3.7810 -3.5010
H -0.5841 3.8747 -2.4991
H -0.3362 2.6057 -4.8152
H -1.2332 1.3415 -4.0545
H 0.2120 1.1806 -2.4711
H -1.5894 2.1170 -1.2389
C -2.1969 -4.1732 -1.9507
C -1.2121 -5.1635 -1.3496
O 0.0556 -4.5402 -1.1873
O -1.6593 -3.6434 -3.1567
H -2.3892 -3.4179 -1.1824
H -3.1515 -4.6163 -2.2413
H -1.1898 -6.0893 -1.9360
H -1.4457 -5.4940 -0.3331
H 0.2702 -4.1197 -2.0320
H -1.4584 -2.7151 -2.9989
*
```